--- 1 ---
Below is the molecule C24H46O6, with properties calculated with wB97M-V/def2-TZVPD.

The geometry in XYZ format:
```
76
C24H46O6 wB97M-V/def2-TZVPD
C -5.23176 0.14258 1.81159
C -5.84163 -1.18544 1.37580
C -4.80838 -2.15730 0.80409
C -4.27181 -1.71360 -0.55474
C -3.26018 -2.68892 -1.15760
C -2.00116 -2.84647 -0.30481
C -0.82266 -3.40077 -1.10203
C 0.44666 -3.46918 -0.25472
C 1.69082 -3.75756 -1.09382
C 3.00001 -3.55490 -0.32722
C 3.25827 -2.08607 0.00595
C 4.64568 -1.84368 0.59355
C 4.85863 -0.38521 1.00559
C 4.97162 0.56531 -0.18591
C 5.34004 1.99120 0.22486
C 4.21194 2.77540 0.89793
H 3.77295 2.19284 1.70713
C 3.10783 3.20443 -0.07460
C 2.11531 2.13044 -0.42788
O 1.78676 1.85073 -1.55767
O 1.60860 1.54323 0.65563
C 0.61450 0.54128 0.47141
H 0.49295 0.09586 1.46049
H 0.97940 -0.21047 -0.23818
C -0.74058 1.04894 -0.05025
O -0.81283 1.01974 -1.45316
H 0.01828 1.40300 -1.79687
H -1.51007 0.35013 0.30427
C -1.10794 2.44209 0.50026
H -1.05440 2.41060 1.59818
O -0.19541 3.41636 0.01298
C -0.89810 4.57952 -0.35962
H -0.30439 5.10170 -1.10903
C -2.24946 4.09488 -0.87790
O -3.20903 5.10911 -0.77830
H -4.06944 4.73637 -1.00336
H -2.15489 3.74219 -1.91745
C -2.52777 2.87497 0.03225
O -3.27804 1.87823 -0.59178
H -2.73459 1.48645 -1.29626
H -3.12431 3.20212 0.89071
H -1.06426 5.23743 0.50436
H 2.51318 3.99731 0.38545
H 3.53754 3.58606 -1.00182
H 4.64162 3.67947 1.33467
H 5.66316 2.54281 -0.66137
H 6.19036 1.94799 0.91022
H 5.74760 0.18734 -0.85631
H 4.03749 0.58328 -0.74694
H 4.03375 -0.07563 1.65063
H 5.77974 -0.31725 1.59043
H 4.77075 -2.48080 1.47284
H 5.40906 -2.13130 -0.13306
H 2.52020 -1.74197 0.73222
H 3.14246 -1.49644 -0.90558
H 3.82490 -3.92593 -0.94030
H 2.98197 -4.14266 0.59336
H 1.64314 -4.78552 -1.46017
H 1.69266 -3.09962 -1.96653
H 0.56545 -2.51132 0.25354
H 0.33807 -4.23672 0.51481
H -1.06725 -4.39180 -1.48983
H -0.64196 -2.74517 -1.95728
H -1.71852 -1.86700 0.08874
H -2.20306 -3.50098 0.54501
H -2.97028 -2.31099 -2.14098
H -3.72857 -3.66484 -1.30417
H -5.11222 -1.60893 -1.24542
H -3.80253 -0.73364 -0.46062
H -3.98468 -2.25147 1.51395
H -5.26843 -3.14316 0.69632
H -6.61558 -1.00062 0.62761
H -6.32233 -1.65283 2.23933
H -4.79841 0.67202 0.96767
H -4.45201 -0.02500 2.55252
H -5.99446 0.77772 2.25719
```

The value obtained for the HOMO energy is -9.730 eV. Its frontier orbital gap is 10.44 eV. As for the structure (SMILES): CCCCCCCCCCCCCCCCCC(=O)OC[C@H](O)[C@H]1OC[C@H](O)[C@H]1O.

***

--- 2 ---
Below is a structure of composition C24H46O6, with properties calculated with wB97M-V/def2-TZVPD.

The geometry in XYZ format:
```
76
C24H46O6 wB97M-V/def2-TZVPD
C -4.76992 -3.06695 -0.49366
C -4.91314 -2.50362 0.81089
C -6.01768 -1.34085 0.82250
C -5.59758 -0.02826 0.90004
C -4.91527 0.28319 -0.49649
C -4.38178 1.76491 -0.14763
C -3.59153 2.10229 -1.26300
C -2.64034 3.48058 -1.33897
C -1.47106 3.18634 -0.41397
C -0.33343 4.22681 -0.38593
C 0.74392 4.25003 0.59566
C 1.46561 2.85913 0.18337
C 2.90141 2.48924 0.95436
C 3.57069 1.40164 0.89975
C 4.93506 1.22889 1.34691
C 5.49234 -0.18404 1.53215
H 6.56011 -0.29271 1.97582
H 4.88347 -0.92025 2.00430
C 5.90779 -0.53530 -0.09029
C 4.53126 -1.07684 -0.61350
O 4.20438 -0.81221 -1.94826
O 3.74339 -1.88473 0.16667
C 2.70182 -2.47671 -0.51102
H 2.91999 -3.03759 -1.33002
H 2.38163 -3.15836 -0.07323
C 1.64978 -1.57827 -0.85032
O 1.57251 -1.32659 -2.17328
H 2.51400 -0.72106 -2.42930
H 1.59930 -0.79018 -0.03302
C 0.23394 -2.32182 -0.51727
O 0.16956 -2.82698 0.60576
C -0.28157 -2.04033 1.53224
H 0.64243 -1.67863 2.28703
H -1.00825 -2.63789 2.27381
C -0.92859 -0.88056 0.95872
O -2.11339 -0.35658 1.54255
H -2.57375 0.09879 0.77507
H -0.26571 0.10438 1.30209
C -0.96350 -1.21524 -0.51181
O -0.99135 -0.05651 -1.32387
H 0.00884 -0.35072 -1.79524
H -2.03776 -1.71462 -0.44433
H -0.04826 -3.07782 -1.33838
H 6.43882 -1.63532 0.02865
H 6.15074 0.20368 -0.70637
H 5.75511 1.89150 0.95154
H 4.97107 1.43603 2.56662
H 3.74720 0.97336 -0.17109
H 2.95371 0.62876 1.21026
H 3.42400 3.52970 0.78637
H 2.71015 2.87395 2.08310
H 1.81110 2.74952 -0.83539
H 1.13300 1.96693 0.44266
H 1.55462 4.81483 0.58903
H 0.55430 3.95949 1.72284
H -0.80664 5.32096 0.08099
H -0.01555 4.29055 -1.46717
H -1.05355 2.22951 -0.59924
H -1.71541 3.13343 0.73725
H -3.06370 4.26331 -0.50205
H -2.18381 3.71863 -2.27648
H -4.13202 2.40356 -2.17388
H -2.80944 1.39772 -1.76979
H -5.26772 2.56003 0.05993
H -3.67002 1.76324 0.72780
H -5.60752 0.38604 -1.14208
H -4.13921 -0.34564 -0.53363
H -6.43532 0.79913 1.24679
H -5.10405 -0.00002 1.84573
H -6.75339 -1.53638 2.13117
H -6.75529 -1.40986 0.08390
H -5.27317 -3.33845 1.56981
H -4.21760 -2.07452 1.17438
H -4.54799 -2.04235 -1.45578
H -3.94081 -3.94102 -0.57637
H -5.60378 -3.54900 -1.03345
```

The value obtained for the HOMO energy is -8.993 eV. Its frontier orbital gap is 9.31 eV.

***

Q: Which of them is the least stable? A: 2.

***

--- 1 ---
Below is a cluster of 2 separate species, C2H3Br2N3 in total, with properties calculated with wB97M-V/def2-TZVPD.

The geometry in XYZ format:
```
10
C2H3Br2N3 wB97M-V/def2-TZVPD
C -0.77995 -1.24516 -0.02113
C -0.48706 0.05578 -0.53498
N -0.76474 -1.01411 1.30024
N -0.43583 0.21470 1.53837
N -0.31240 0.87237 0.46761
Br 3.13970 1.20527 -0.18483
Br -1.21342 0.21586 -2.33201
H -1.29511 -2.00910 -0.59228
H 2.27662 -0.12556 -0.03753
H -0.12782 1.82994 0.39652
```

The value obtained for the HOMO energy is -9.644 eV. Its frontier orbital gap is 9.71 eV. As for the structure (SMILES): Brc1cnn[nH]1.Br.

***

--- 2 ---
Below is the molecule C2H3Br2N3, with properties calculated with wB97M-V/def2-TZVPD.

The geometry in XYZ format:
```
10
C2H3Br2N3 wB97M-V/def2-TZVPD
C 0.26509 -0.88377 -0.40172
C 0.15301 0.62663 -0.34653
N -0.38902 -1.33454 0.76046
N -0.77020 -0.45404 1.52711
N -0.51344 0.75523 0.92469
Br 2.20398 -1.30722 -0.20703
Br -1.26022 1.17740 -1.74481
H 0.00595 -1.51194 -1.33630
H 1.08518 1.22423 -0.28927
H -0.78033 1.70801 1.11338
```

The value obtained for the HOMO energy is -9.818 eV. Its frontier orbital gap is 9.36 eV. As for the structure (SMILES): Br[C@H]1N=NN[C@@H]1Br.

***

Q: Which of them is the least stable? A: 1.

***

--- 1 ---
Below is a structure of composition C24H39N4O7PS2Sn, with properties calculated with wB97M-V/def2-TZVPD.

The geometry in XYZ format:
```
78
C24H39N4O7PS2Sn wB97M-V/def2-TZVPD
Sn -0.18188 -1.54231 -1.35308
O -2.03954 -0.02566 0.51970
S -1.40261 -0.98009 1.53385
O -1.09011 -0.35572 2.78119
O -0.24180 -1.64037 0.92388
C -2.68737 -2.16363 1.86253
C -3.18950 -2.11601 3.15895
C -4.15694 -3.02088 3.55947
C -4.62075 -3.97750 2.66975
C -4.11425 -4.03040 1.38099
C -3.14726 -3.12707 0.96548
S -2.55835 -3.32668 -0.71343
O -3.44238 -4.26462 -1.33837
O -2.57185 -1.97386 -1.29636
O -1.16059 -3.76909 -0.60347
H -2.80137 -1.36314 3.82829
H -4.54523 -2.97567 4.56775
H -5.37552 -4.68643 2.98243
H -4.44779 -4.76700 0.66408
C -1.41503 2.97193 1.75985
C -2.81348 2.83675 1.15001
C -3.82100 1.98093 1.93865
C -2.75951 2.59284 -0.36396
C -3.50596 3.55047 -1.05169
C -3.47480 3.70854 -2.41926
C -2.60653 2.90277 -3.12485
C -1.86740 1.89507 -2.52048
C -0.99592 1.10057 -3.48518
C 0.49859 1.15100 -3.14888
C -1.51301 -0.33620 -3.73397
C -1.97695 1.65556 -1.12090
N -1.28728 0.53558 -0.65435
H -1.47598 3.11634 2.83995
H -0.92351 3.84306 1.32000
H -0.79649 2.10836 1.57208
H -3.22809 3.84318 1.23767
H -3.65755 0.91637 1.84555
H -4.82688 2.19237 1.57076
H -3.78262 2.24227 2.99955
H -4.11804 4.23026 -0.47021
H -4.07821 4.45962 -2.91120
H -2.51132 3.04860 -4.19414
H -1.08708 1.62923 -4.43438
H 0.72649 0.61730 -2.22874
H 0.81762 2.18707 -3.02521
H 1.08006 0.70414 -3.95839
H -0.82555 -1.08536 -3.33729
H -1.61084 -0.52313 -4.80268
H -2.48402 -0.49410 -3.26637
C 3.40702 0.26905 2.45587
N 2.78702 0.33586 1.14746
C 1.80859 1.40545 0.99153
P 3.31072 -0.49369 -0.17567
O 2.19501 -0.80428 -1.11430
N 4.44256 0.42883 -0.96300
C 5.34485 1.35018 -0.30401
C 4.82089 0.06055 -2.32025
N 4.04410 -1.88901 0.34013
C 5.45295 -1.99195 0.66300
C 3.20747 -2.93177 0.92028
H 2.63564 0.13913 3.21904
H 3.96362 1.18463 2.68827
H 4.09182 -0.57575 2.50922
H 1.06767 1.33533 1.78948
H 1.29102 1.30253 0.03981
H 2.28197 2.39297 1.03797
H 5.00967 1.53933 0.71434
H 5.36535 2.30072 -0.84357
H 6.37043 0.96332 -0.26701
H 4.11966 -0.67978 -2.69800
H 5.83488 -0.35459 -2.35435
H 4.78564 0.93683 -2.97273
H 6.00706 -1.19148 0.17665
H 5.84140 -2.94666 0.29986
H 5.64192 -1.94040 1.74222
H 2.16836 -2.76983 0.64319
H 3.27531 -2.94280 2.01400
H 3.52275 -3.90795 0.54496
```

The value obtained for the HOMO energy is -7.126 eV. Its frontier orbital gap is 7.20 eV.

***

--- 2 ---
Below is a structure of composition C24H39N4O7PS2Sn, with properties calculated with wB97M-V/def2-TZVPD.

The geometry in XYZ format:
```
78
C24H39N4O7PS2Sn wB97M-V/def2-TZVPD
Sn -0.60587 -1.36860 -1.27293
O 0.23968 1.53922 -1.47872
S -1.13097 1.73878 -0.82505
O -1.14547 2.72986 0.19980
O -1.62252 0.41892 -0.39834
C -2.10642 2.34379 -2.17938
C -2.49760 3.67068 -2.04324
C -3.28597 4.26750 -3.01437
C -3.68669 3.53933 -4.11741
C -3.29735 2.21472 -4.25903
C -2.50793 1.59882 -3.30134
S -2.09168 -0.11804 -3.62008
O -2.50344 -0.38589 -4.96418
O -0.63625 -0.19325 -3.37066
O -2.76729 -0.89865 -2.57712
H -2.17439 4.22229 -1.17309
H -3.58193 5.30178 -2.90144
H -4.30200 4.00107 -4.87837
H -3.59043 1.63173 -5.12030
C 2.02619 2.87823 0.70381
C 2.40962 3.19675 -0.73949
C 1.45150 4.11664 -1.50920
C 2.92810 1.95527 -1.47502
C 4.18485 2.16693 -2.04367
C 4.97020 1.15769 -2.55025
C 4.48664 -0.12871 -2.43936
C 3.21832 -0.41922 -1.94824
C 2.90638 -1.91181 -1.94967
C 2.57295 -2.47763 -0.56486
C 1.95668 -2.36724 -3.08165
C 2.36800 0.64155 -1.51231
N 1.05362 0.31149 -1.11248
H 1.63656 3.76471 1.20886
H 2.91231 2.53551 1.24313
H 1.28145 2.09826 0.77189
H 3.30604 3.81317 -0.64138
H 0.53608 3.63992 -1.84102
H 1.95683 4.49545 -2.40020
H 1.18619 4.97398 -0.88545
H 4.57430 3.17885 -2.04003
H 5.94317 1.36125 -2.97649
H 5.10397 -0.95389 -2.77446
H 3.86649 -2.36064 -2.20132
H 1.63155 -2.11670 -0.15174
H 3.35074 -2.19790 0.14823
H 2.51855 -3.56830 -0.60107
H 1.03816 -2.82277 -2.71522
H 2.43340 -3.14128 -3.68438
H 1.68563 -1.54517 -3.74230
C -2.23442 0.01974 3.85333
N -1.22447 -0.45298 2.92523
C -0.20589 0.53304 2.59519
P -1.03855 -2.01888 2.48003
O -0.56593 -2.16783 1.06785
N 0.04302 -2.73014 3.50060
C 0.27051 -2.30233 4.86683
C 0.58825 -4.03890 3.16789
N -2.49813 -2.76616 2.67670
C -2.90169 -3.47127 3.87770
C -3.59708 -2.39184 1.79529
H -2.72673 0.90349 3.44023
H -1.79859 0.29854 4.81960
H -2.98926 -0.74237 4.02453
H -0.69983 1.44754 2.26714
H 0.42669 0.17831 1.78259
H 0.42232 0.76795 3.46211
H -0.17076 -1.32373 5.03927
H 1.34339 -2.22993 5.06243
H -0.15457 -3.00730 5.59081
H 0.34970 -4.29024 2.13742
H 0.18351 -4.81461 3.82757
H 1.67546 -4.02964 3.27645
H -2.03212 -3.75474 4.46496
H -3.43752 -4.38356 3.60491
H -3.56738 -2.86986 4.50875
H -3.22039 -1.87075 0.91760
H -4.31097 -1.73384 2.30385
H -4.12857 -3.28612 1.46375
```

The value obtained for the HOMO energy is -7.238 eV. Its frontier orbital gap is 7.32 eV.

***

Q: Which of them is the least stable? A: 1.